(1)
# C3H7N4O

An isolated ion of composition C3H7N4O and charge +1 at a distorted geometry (the ωB97M-V functional and the def2-TZVPD basis, the OMol25 dataset).

Computed properties:
SMILES	NC(=O)N1N=CC[NH2+]1
energy above the lowest of the compared OMol25 structures with the same formula, charge and spin	57.8	kcal/mol
E_tot	-11223.472	eV
LUMO level	-3.6	eV

The geometry in ORCA input format:
```
! RIJCOSX wB97M-V def2-TZVPD def2/J DEFGRID3
* xyz 1 1
H -0.1471 -1.6467 0.3449
O -1.6869 -1.1567 -0.6029
H -1.8024 1.7376 0.2985
N -2.4138 0.9358 0.1410
N -0.3279 0.3062 0.5835
H 0.9008 -0.9803 1.6573
H -3.2935 1.0423 -0.3600
N 0.5507 -0.9640 0.6541
H 2.6323 -1.0787 0.0417
C 1.5474 0.8125 -0.3535
N 0.4516 1.2758 0.0415
C -1.5985 -0.0765 -0.0460
H 2.2733 1.4708 -0.8215
H 1.3429 -1.0431 -1.2746
C 1.5711 -0.6352 -0.3038
*
```

(2)
# C3H7N4O2

An isolated ion of composition C3H7N4O2 and charge -1 at a distorted geometry (the ωB97M-V functional and the def2-TZVPD basis, the OMol25 dataset).

Computed properties:
SMILES	C/N=C(/N=[N+]([O-])[O-])NC
energy above the lowest of the compared OMol25 structures with the same formula, charge and spin	70.0	kcal/mol
E_tot	-13274.050	eV
LUMO level	3.7	eV

The geometry in ORCA input format:
```
! RIJCOSX wB97M-V def2-TZVPD def2/J DEFGRID3
* xyz -1 1
H 2.3806 -0.0453 0.2796
H -2.6335 -1.3749 0.2322
N -2.0178 0.2996 -0.7100
O 2.2309 1.9083 -0.5123
N 0.3073 -0.7517 0.0505
H -1.7563 -1.6527 -1.4244
C 1.5688 -0.6795 0.7767
N 0.1136 1.5974 0.2084
H -3.5017 -0.9691 -1.1028
H 1.2963 0.0543 1.5747
H 1.9069 -1.6211 1.0013
C -2.3927 -1.0712 -0.7724
H 0.2404 -1.3475 -0.7963
C -0.3961 0.4263 -0.1431
N 1.2732 2.1530 0.2542
O 1.3802 3.0740 1.0838
*
```

> Look up the energy above the lowest of the compared OMol25 structures with the same formula, charge and spin of the second one.

70.0 kcal/mol